1.
The following is a quantum chemistry calculation of 3 unconnected molecules or ions with the total composition C2H10N2O2P in a non-equilibrium geometry, from the OMol25 dataset.

```
17
Properties=species:S:1:pos:R:3:forces:R:3
C -0.4946 0.1853 -1.0347 1.23 3.38 -0.24
C -1.6133 -1.6110 0.2012 0.45 -2.05 1.41
N -0.1000 -0.1077 -2.1755 1.85 -1.65 1.48
N -1.6647 -2.2121 -0.9963 -2.03 1.23 1.52
O 0.2571 -0.0385 0.1195 -3.26 0.49 -0.69
O -2.5158 -0.8204 0.7507 -0.32 -1.26 -3.36
P 2.1311 1.9380 1.5017 1.29 0.47 -2.27
H -1.3047 0.9388 -0.8573 0.40 -1.00 0.42
H -0.7981 -1.9009 0.8971 -0.53 0.04 -0.98
H -0.5890 0.2166 -2.9521 -1.30 0.79 -1.26
H -0.9662 -2.8224 -1.4104 0.47 0.24 0.93
H -2.4405 -2.0904 -1.6628 0.25 0.43 0.75
H 1.9241 3.2235 0.8510 -0.16 -0.78 0.25
H 1.0869 -0.4369 -0.0573 1.64 -0.59 -0.73
H -2.3799 -0.4337 1.6152 0.85 -0.20 0.59
H 1.8421 2.4331 2.7002 -0.46 0.77 2.04
H 3.5264 2.2583 1.5941 -0.38 -0.29 0.13
```
Positions in Å, forces in eV/Å.

HOMO level, eV: -12.7
ΔE to the lowest compared entry with this formula, charge and spin, eV: 5.0108
Total charge: +1
LUMO energy, eV: -4.48
Energy, Ha: -683.2002
Frontier orbital gap, eV: 8.2
F_max, Eh/bohr: 0.0701

---

2.
The following is a quantum chemistry calculation of 3 unconnected molecules or ions with the total composition C15H20ClNOP, from the OMol25 dataset.

```
39
Properties=species:S:1:pos:R:3:forces:R:3
C 0.1144 1.5906 3.9316 0.01 -0.01 0.03
C -0.4059 1.6949 2.5027 0.10 -0.01 -0.03
C 0.0194 0.5730 1.5574 -0.53 0.03 -0.16
Cl 1.9132 0.4507 1.6547 0.37 -0.05 0.15
N -0.4699 0.7309 0.2732 0.07 0.10 0.10
P 0.3357 0.6418 -1.0970 0.03 -0.22 -0.11
O 1.2470 1.7003 -1.6286 -0.06 0.02 0.10
H 1.1622 1.8812 4.0022 -0.01 -0.02 -0.05
H 0.0411 0.5651 4.3042 -0.04 -0.01 -0.02
H -0.4612 2.2293 4.6062 0.00 0.01 -0.02
H -0.1202 2.6374 2.0314 0.01 0.02 0.05
H -1.5003 1.6611 2.5043 0.01 0.00 -0.05
H -0.2565 -0.3928 2.0058 0.15 0.01 0.04
H -0.7147 0.3733 -2.0066 0.01 0.04 0.02
H 1.0379 -0.6004 -1.1228 -0.01 0.04 0.00
C -4.3486 -0.7640 0.3431 0.03 -0.01 0.00
C -5.7200 -0.9381 0.2110 -0.01 0.01 0.00
C -6.5288 0.1436 -0.1125 0.01 0.00 0.00
C -5.9595 1.3961 -0.3037 -0.01 -0.01 0.00
C -4.5876 1.5637 -0.1697 0.03 0.02 0.00
C -3.7720 0.4864 0.1549 -0.07 -0.02 0.04
H -3.7154 -1.6077 0.5901 0.00 0.00 0.00
H -6.1603 -1.9174 0.3576 0.00 0.00 0.00
H -7.5990 0.0107 -0.2171 0.00 0.00 0.00
H -6.5874 2.2414 -0.5594 0.00 0.00 0.00
H -4.1415 2.5389 -0.3226 0.00 0.00 0.00
H -2.6967 0.6156 0.2565 0.02 0.01 -0.07
C 4.7955 -0.3096 -2.3727 -0.01 0.00 -0.02
C 5.5473 -1.1672 -3.1648 -0.01 0.00 0.01
C 5.7466 -2.4840 -2.7701 0.00 0.00 0.00
C 5.1895 -2.9418 -1.5834 0.00 0.00 0.00
C 4.4382 -2.0825 -0.7921 0.02 0.01 0.00
C 4.2426 -0.7651 -1.1836 0.01 0.02 0.04
H 4.6213 0.7130 -2.6816 -0.02 0.00 0.01
H 5.9733 -0.8114 -4.0953 0.00 0.00 0.00
H 6.3308 -3.1540 -3.3896 0.00 0.00 0.00
H 5.3380 -3.9706 -1.2774 0.00 0.00 0.00
H 3.9947 -2.4349 0.1308 0.00 0.00 0.00
H 3.6567 -0.0972 -0.5669 -0.10 0.03 -0.04
```
Positions in Å, forces in eV/Å.

HOMO level, eV: -4.5
Total charge: -1
LUMO energy, eV: 3.09
Energy, Ha: -1515.1935
Frontier orbital gap, eV: 7.6
F_max, Eh/bohr: 0.0108

---

3.
The following is a quantum chemistry calculation of C15H26N6O in the gas phase in a non-equilibrium geometry, from the OMol25 dataset.

```
48
Properties=species:S:1:pos:R:3:forces:R:3
O -2.5682 3.6580 2.8184 2.46 3.22 1.48
N 2.8804 -2.3936 1.6699 -1.62 -1.48 -1.06
N 2.2949 -2.4599 0.4859 0.93 1.96 2.30
N 2.4586 -1.3236 2.3897 1.02 -0.37 -1.25
C -3.2029 2.8717 2.2337 -2.08 -4.04 -1.06
C 1.7825 -0.5868 1.5586 -1.08 0.22 -1.26
N -4.3664 2.3984 2.7924 -1.56 -2.04 -0.71
N 0.0156 1.1353 1.3533 1.95 1.23 -1.58
N 1.5800 -1.2889 0.3650 1.15 -0.68 1.22
C 3.8202 1.5711 2.2552 -2.43 -0.89 1.02
C -0.2117 2.5797 1.1179 -0.98 0.85 -0.52
C -1.0635 0.4303 1.9550 -1.62 0.06 0.32
C 1.3456 0.8057 1.9885 -2.04 -1.67 0.79
C 2.3963 1.8546 1.8124 -0.54 0.42 -0.18
C 3.1393 -1.0992 -2.8355 -0.54 0.67 -0.81
C 2.3176 -2.3768 -2.7740 0.62 -1.59 -0.61
C -1.5853 2.8654 0.3502 2.36 -3.76 0.63
C -2.4534 0.5846 1.1962 2.26 1.80 0.05
C 2.7081 -0.3484 -1.5968 2.29 1.32 1.39
C 1.0357 -1.9406 -2.0612 -0.88 -1.70 0.63
C -2.7748 2.1325 0.9659 1.36 -0.26 0.98
C 1.3652 -0.8477 -1.0286 0.17 1.06 -0.07
H -4.8473 1.5089 2.4301 1.23 2.16 0.83
H -4.4495 2.5892 3.7818 -0.22 -0.02 -0.18
H 3.8588 1.4089 3.3142 -0.08 -0.59 0.68
H 4.2014 0.7366 1.7423 0.76 -1.00 -0.56
H 4.3880 2.4111 2.1399 1.66 2.22 -0.87
H 0.5809 3.1105 0.5060 -0.70 -1.16 0.63
H -0.2458 3.1176 2.0676 -0.10 0.10 0.19
H -1.2555 0.8126 2.9860 0.16 -0.34 -0.10
H -0.7635 -0.6311 2.0077 -0.38 0.33 0.11
H 1.1680 0.6825 3.0774 0.09 -0.03 -0.20
H 2.3530 1.9655 0.7477 0.48 0.91 -0.84
H 1.9484 2.7237 2.3218 0.65 0.03 -0.42
H 2.6823 -0.4910 -3.6499 0.88 -0.65 -0.21
H 4.2582 -1.1884 -2.9112 -1.25 0.08 -0.17
H 2.7387 -3.3155 -2.2538 -0.14 1.89 -0.33
H 2.1831 -2.7542 -3.8090 -0.44 0.26 0.51
H -1.3944 2.5048 -0.6617 -0.27 -0.24 -0.15
H -1.7264 3.8738 0.2555 -0.48 2.66 0.16
H -3.1793 0.0281 1.7625 -0.52 -0.04 0.02
H -2.3418 0.2117 0.1845 -0.09 -0.50 -0.11
H 2.7652 0.7476 -1.6961 -0.31 -0.28 -0.24
H 3.5866 -0.5551 -0.9559 -0.91 0.07 0.81
H 0.2255 -1.6044 -2.7037 0.21 0.25 -0.31
H 0.6811 -2.8838 -1.6322 -0.47 0.46 0.46
H -3.5382 2.1899 0.2541 -1.59 0.00 -0.97
H 0.6093 -0.0207 -0.9172 0.65 -0.92 -0.47
```
Positions in Å, forces in eV/Å.

HOMO level, eV: -8.7
ΔE to the lowest compared entry with this formula, charge and spin, eV: 2.4379
LUMO energy, eV: 0.57
Energy, Ha: -990.8621
Frontier orbital gap, eV: 9.2
F_max, Eh/bohr: 0.0907
SMILES: CC[C@H](c1nnnn1C1CCCC1)N1CCC(C(N)=O)CC1

---

4.
The following is a quantum chemistry calculation of 3 unconnected molecules or ions with the total composition C3H10O2 in a non-equilibrium geometry, from the OMol25 dataset.

```
15
Properties=species:S:1:pos:R:3:forces:R:3
C 1.7705 1.6673 0.9160 -0.31 1.91 -3.39
C 0.7880 0.5815 1.1789 -2.23 -1.50 -0.02
C -0.5653 0.6154 0.8448 2.52 1.34 -0.25
H 2.1737 1.9974 1.8261 0.39 0.54 1.50
H 1.3248 2.6065 0.3768 0.31 -1.71 1.19
H 2.6728 1.5092 0.2801 -0.61 -0.80 0.36
H 1.2394 -0.2963 1.7385 -0.90 1.20 -0.11
H -1.4094 0.1198 1.3451 0.84 -0.45 -0.52
H -0.8280 1.3239 0.0084 0.03 -0.46 1.34
H -0.2941 -1.5768 0.2626 -0.93 -1.29 -0.24
H -0.7436 -3.0574 0.5242 0.41 -1.32 1.23
O -0.8620 -2.3381 -0.0515 0.56 2.61 -1.05
H -0.3785 0.1658 -3.0758 -1.72 -0.29 1.66
H -0.5520 -0.8439 -1.9241 -1.23 1.27 -0.48
O -1.0335 -0.0537 -2.3236 2.87 -1.04 -1.22
```
Positions in Å, forces in eV/Å.

HOMO level, eV: -9.4
ΔE to the lowest compared entry with this formula, charge and spin, eV: 1.5940
LUMO energy, eV: 0.83
Energy, Ha: -270.7132
Frontier orbital gap, eV: 10.2
F_max, Eh/bohr: 0.0759
SMILES: C=CC.O.O

---

5.
The following is a quantum chemistry calculation of a gas-phase ion, C3H8NS (charge +1) in a non-equilibrium geometry, from the OMol25 dataset.

```
13
Properties=species:S:1:pos:R:3:forces:R:3
C -0.7501 -0.7042 0.6099 -1.84 2.69 -0.24
C 1.8057 -0.0350 0.2432 -0.48 2.52 -0.84
C 0.4162 0.1842 -0.1038 -3.05 -3.71 3.57
N -0.0403 1.0059 -0.9611 2.63 0.72 -0.35
S -2.3090 0.2913 0.1977 0.27 0.31 0.48
H -0.9397 -1.5355 0.0299 0.34 -2.07 -1.54
H 2.2315 -0.5953 -0.5548 0.57 -0.93 -0.46
H 2.0636 -0.3296 1.2430 -0.14 -0.20 0.19
H 2.0621 0.9912 -0.0185 1.76 0.25 0.64
H -1.0730 -1.0693 1.6451 2.38 1.09 -0.73
H 0.5963 1.7257 -1.3316 -0.58 -0.55 -0.41
H -0.9638 0.8113 -1.3030 -1.15 0.63 -0.31
H -3.0996 -0.7406 0.3039 -0.72 -0.76 0.00
```
Positions in Å, forces in eV/Å.

HOMO level, eV: -13.8
ΔE to the lowest compared entry with this formula, charge and spin, eV: 1.2736
Total charge: +1
LUMO energy, eV: -4.88
Energy, Ha: -571.7234
Frontier orbital gap, eV: 9.0
F_max, Eh/bohr: 0.1164
SMILES: CC(=[NH2+])CS

---

6.
The following is a quantum chemistry calculation of a molecular structure, C42H37GeN7OSe2Ti in a non-equilibrium geometry, from the OMol25 dataset.

```
91
Properties=species:S:1:pos:R:3:forces:R:3
Ti 0.0141 -0.2922 -0.2681 -3.14 3.11 1.19
O 1.8075 -2.6869 -3.0684 0.13 -0.20 -0.34
C 1.3561 -1.7877 -2.3594 -0.02 -0.07 0.60
N 1.0339 -1.8228 -1.0668 0.29 -0.88 -0.89
C 1.0625 -3.0428 -0.2934 -0.23 0.26 -0.15
C -0.2076 -3.1111 0.5336 0.01 0.08 -0.21
C -0.6216 -4.2654 1.1796 0.24 -0.10 -0.04
C -1.7476 -4.2215 1.9717 -0.15 -0.01 0.13
C -2.4325 -3.0258 2.1112 -0.04 0.08 -0.01
C -1.9812 -1.9193 1.4163 0.04 -0.14 0.00
N -0.9071 -1.9701 0.6227 0.14 -0.99 0.47
C 1.0871 -0.4063 -2.9390 0.21 -0.08 -0.13
C 1.3436 -0.1452 -4.2770 0.12 -0.38 -0.14
C 1.0712 1.1035 -4.7868 0.05 0.00 -0.12
C 0.5690 2.0655 -3.9255 0.03 0.18 -0.02
C 0.3452 1.7308 -2.6086 -0.03 0.20 0.18
N 0.5820 0.5166 -2.1077 0.69 -0.19 -1.54
H 1.8929 -3.0190 0.4132 0.19 0.00 0.14
H 1.1815 -3.9214 -0.9192 -0.04 -0.28 -0.17
H -0.0465 -5.1766 1.0770 0.02 0.00 -0.03
H -2.0880 -5.1109 2.4866 0.00 -0.04 0.03
H -3.3042 -2.9402 2.7431 -0.05 0.02 0.00
H -2.4633 -0.9567 1.4652 -0.03 0.15 -0.01
H 1.7565 -0.9474 -4.8759 -0.08 0.01 0.04
H 1.2478 1.3320 -5.8317 -0.01 -0.03 0.02
H 0.3423 3.0644 -4.2728 -0.03 0.02 0.06
H -0.0732 2.4281 -1.9020 -0.15 0.08 0.14
C -0.1047 3.4707 1.2917 0.04 -0.01 0.29
N 0.6138 3.2026 2.5444 -0.16 -0.04 -0.07
C 1.9733 3.4173 2.7336 -0.39 0.01 -0.44
C 2.2959 2.9276 3.9371 -0.28 -0.28 0.49
N 1.1235 2.4296 4.4963 -0.03 0.06 -0.02
C 1.0393 1.7272 5.7628 -0.02 0.17 -0.06
C 0.0687 2.6153 3.6497 0.75 0.20 -0.27
Se -1.7120 2.2599 3.9971 0.16 0.06 -0.09
H 0.5876 3.9791 0.6162 -0.02 0.06 0.12
H -0.9668 4.1037 1.5088 0.03 0.01 -0.05
H -0.4506 2.5455 0.8009 0.06 0.01 0.33
H 2.6046 3.8383 1.9672 -0.14 -0.09 0.03
H 3.2566 2.8366 4.4218 -0.20 -0.03 -0.05
H 1.8114 2.1095 6.4290 0.03 0.02 0.01
H 1.1676 0.6583 5.6090 0.06 -0.13 -0.08
H 0.0535 1.9019 6.1845 -0.05 0.06 0.04
Se 1.2319 -1.1266 3.4224 0.13 -0.49 0.54
N 1.0770 0.3670 1.0632 2.79 0.94 -0.12
C 2.3656 0.7081 1.1152 -1.17 -0.57 0.86
C 2.9492 1.6157 0.1593 0.99 0.29 -0.05
C 4.2647 2.0244 0.2045 -1.08 -0.19 -0.25
C 5.1192 1.5778 1.2374 0.02 -0.51 0.75
C 4.6308 0.7331 2.2067 0.04 0.30 -0.34
C 3.2710 0.2652 2.2202 -0.60 -0.01 -0.30
N 2.8853 -0.4454 3.2744 0.21 0.31 -0.24
H 2.3063 1.9690 -0.6300 -0.17 0.07 -0.15
H 4.6448 2.6966 -0.5577 -0.02 0.00 -0.03
H 6.1530 1.9064 1.2678 -0.01 -0.03 0.02
H 5.2652 0.3947 3.0205 -0.05 0.00 -0.02
C -1.5475 0.7744 -0.3861 0.88 -1.11 0.06
Ge -3.2812 1.0833 -0.9497 -0.09 0.34 -0.19
C -3.9189 2.9987 -0.8852 -0.11 0.12 -0.11
C -5.2810 3.3264 -0.9306 0.13 0.14 0.00
C -5.7089 4.6523 -0.9937 0.22 -0.06 0.01
C -4.7740 5.6874 -1.0171 0.03 -0.23 0.02
C -3.4165 5.3842 -0.9650 -0.11 -0.12 -0.01
C -3.0027 4.0534 -0.8970 -0.05 0.01 0.01
C -4.7458 0.2431 0.1129 -0.17 -0.13 0.14
C -5.7774 -0.5674 -0.3745 -0.02 0.10 0.17
C -6.7632 -1.0775 0.4741 0.19 0.11 0.03
C -6.7365 -0.7833 1.8328 0.15 0.08 -0.09
C -5.7168 0.0215 2.3395 0.09 0.00 -0.19
C -4.7342 0.5246 1.4877 -0.14 -0.13 0.01
C -3.7084 0.7016 -2.8778 -0.01 -0.07 -0.18
C -3.6387 1.7229 -3.8360 -0.16 -0.26 -0.10
C -3.8873 1.4752 -5.1870 0.03 -0.07 0.15
C -4.2234 0.1938 -5.6136 0.00 0.06 0.11
C -4.2733 -0.8418 -4.6856 0.08 0.18 0.12
C -4.0001 -0.5890 -3.3421 0.09 0.16 -0.12
H -6.0206 2.5264 -0.9159 0.07 0.10 0.00
H -6.7694 4.8824 -1.0262 0.02 -0.02 0.00
H -5.1031 6.7194 -1.0694 0.00 -0.01 0.01
H -2.6834 6.1858 -0.9781 -0.02 -0.05 0.02
H -1.9399 3.8169 -0.8458 -0.12 0.00 -0.01
H -5.8298 -0.7961 -1.4353 0.00 0.02 0.08
H -7.5511 -1.7054 0.0729 -0.01 0.00 -0.02
H -7.5030 -1.1771 2.4911 0.01 0.00 0.01
H -5.6796 0.2577 3.3983 -0.01 -0.01 -0.04
H -3.9340 1.1418 1.8974 -0.07 -0.06 -0.02
H -3.4005 2.7330 -3.5191 -0.02 0.01 0.00
H -3.8221 2.2849 -5.9088 -0.02 -0.03 0.06
H -4.4460 0.0043 -6.6591 0.05 0.00 0.04
H -4.5182 -1.8454 -5.0139 0.01 -0.04 0.02
H -3.9934 -1.4162 -2.6390 -0.04 -0.01 -0.02
```
Positions in Å, forces in eV/Å.

HOMO level (spin up / spin down), eV: -0.3 / -0.2
ΔE to the lowest compared entry with this formula, charge and spin, eV: 1.3415
Total charge: -2
LUMO energy (spin up / spin down), eV: 4.32 / 4.32
Energy, Ha: -9810.4315
Frontier orbital gap (spin up / spin down), eV: 4.6 / 4.5
F_max, Eh/bohr: 0.0890

---

| no. | M (g/mol) |
| --- | --- |
| 1 | 125.09 |
| 2 | 296.76 |
| 3 | 306.41 |
| 4 | 78.11 |
| 5 | 90.17 |
| 6 | 934.20 |